No. 1
ORCA calculation (ωB97M-V/def2-TZVPD) on a single C15H14N2 molecule.

```
! RIJCOSX wB97M-V def2-TZVPD def2/J DEFGRID3
* xyz 0 1
C -6.00 -0.06 0.00
C -4.50 -0.07 0.00
C -3.79 1.13 0.00
C -2.41 1.13 0.00
C -1.69 -0.07 0.00
C -0.24 -0.03 0.00
C 0.65 -1.09 0.00
N 1.89 -0.55 0.00
C 3.12 -1.11 0.00
C 4.24 -0.33 0.00
C 5.61 -0.93 0.00
C 4.09 1.08 0.00
C 2.85 1.66 0.00
C 1.72 0.84 0.00
N 0.43 1.15 0.00
C -2.40 -1.27 0.00
C -3.78 -1.26 -0.01
H -6.36 0.31 0.96
H -6.39 -1.06 -0.15
H -6.38 0.60 -0.77
H -4.33 2.06 0.00
H -1.85 2.06 0.00
H 0.50 -2.15 0.01
H 3.16 -2.19 0.00
H 6.17 -0.60 0.88
H 6.16 -0.61 -0.88
H 5.56 -2.02 0.00
H 4.98 1.69 0.00
H 2.72 2.73 0.00
H -1.87 -2.21 -0.01
H -4.32 -2.20 -0.01
*
```

* DFT total energy: -689.52493 Ha
* E_LUMO: 0.7 eV
* E_HOMO: -7.75 eV
* SMILES: Cc1ccc(-c2cn3cc(C)ccc3n2)cc1
* Kohn-Sham gap: 8.49 eV


No. 2
ORCA calculation (ωB97M-V/def2-TZVPD) on a molecular structure, C46H40O29S at a distorted geometry.

```
! RIJCOSX wB97M-V def2-TZVPD def2/J DEFGRID3
* xyz 0 1
C -0.33 7.94 -0.92
C -0.53 7.45 0.16
C -0.72 6.54 1.28
O -0.36 5.26 0.99
C -0.87 4.74 -0.24
C -1.27 3.26 -0.15
C -1.69 2.89 -1.58
C -0.16 2.35 0.41
C 1.24 2.82 0.08
C -0.34 2.19 1.92
C 0.02 7.16 2.52
O -0.90 7.25 3.62
S -2.03 6.17 3.31
O -1.43 4.90 3.52
O -3.25 6.44 3.96
O -2.11 6.54 1.77
H -0.01 8.41 -1.81
H -0.13 4.86 -1.04
H -1.75 5.29 -0.57
H -2.17 3.24 0.47
H -2.27 3.71 -1.99
H -2.26 1.97 -1.62
H -0.81 2.75 -2.22
H -0.31 1.36 -0.03
H 1.49 3.74 0.60
H 1.93 2.05 0.41
H 1.39 2.98 -0.99
H -1.32 1.81 2.17
H 0.39 1.46 2.29
H -0.17 3.14 2.42
H 1.02 6.80 2.73
H 0.15 8.21 2.25
C 3.36 -2.09 -2.87
C 2.67 -1.09 -2.29
C 2.23 -1.16 -0.85
O 1.61 -0.20 -0.41
C 2.54 -2.35 -0.08
C 3.22 -3.35 -0.66
C 3.69 -3.27 -2.10
O 4.31 -4.22 -2.53
O 3.54 -4.47 -0.04
O 2.32 0.02 -2.92
H 3.68 -2.05 -3.90
H 2.20 -2.40 0.94
H 4.03 -5.01 -0.69
H 1.83 0.56 -2.26
C -6.25 3.17 -6.27
C -5.55 2.51 -5.33
C -4.34 3.10 -4.67
O -3.78 2.44 -3.82
C -3.90 4.42 -5.09
C -4.59 5.08 -6.03
C -5.82 4.50 -6.67
O -6.39 5.18 -7.50
O -4.26 6.28 -6.46
O -5.87 1.29 -4.92
H -7.12 2.75 -6.75
H -3.01 4.83 -4.62
H -4.93 6.52 -7.13
H -5.21 1.04 -4.25
C -3.63 -3.25 -2.44
C -3.03 -4.07 -1.55
C -1.74 -3.66 -0.86
O -1.26 -4.43 -0.04
C -1.16 -2.38 -1.19
C -1.76 -1.58 -2.07
C -3.05 -1.96 -2.75
O -3.54 -1.16 -3.52
O -1.27 -0.40 -2.41
O -3.51 -5.25 -1.24
H -4.55 -3.53 -2.94
H -0.24 -2.10 -0.70
H -1.89 -0.02 -3.06
H -2.92 -5.70 -0.58
C 1.03 -9.00 -0.61
C 0.12 -8.03 -0.48
C -1.37 -8.32 -0.57
O -2.16 -7.41 -0.43
C -1.78 -9.68 -0.82
C -0.86 -10.65 -0.96
C 0.61 -10.36 -0.85
O 1.37 -11.31 -0.96
O -1.16 -11.92 -1.19
O 0.45 -6.77 -0.26
H 2.09 -8.80 -0.55
H -2.84 -9.88 -0.90
H -0.31 -12.39 -1.24
H -0.36 -6.22 -0.18
C 2.49 -4.24 4.52
C 2.35 -4.36 5.85
C 1.00 -4.30 6.52
O 0.97 -4.43 7.73
C -0.17 -4.09 5.70
C -0.03 -3.98 4.37
C 1.31 -4.06 3.70
O 1.33 -3.96 2.49
O -1.05 -3.79 3.54
O 3.37 -4.52 6.68
H 3.45 -4.29 4.03
H -1.14 -4.04 6.19
H -0.67 -3.76 2.64
H 2.98 -4.58 7.57
C 4.50 3.51 1.87
C 3.74 4.13 2.78
C 4.32 5.02 3.84
O 3.55 5.57 4.61
C 5.76 5.19 3.89
C 6.53 4.56 2.99
C 5.94 3.69 1.91
O 6.71 3.18 1.12
O 7.85 4.65 2.96
O 2.42 4.02 2.82
H 4.09 2.87 1.10
H 6.18 5.82 4.67
H 8.14 4.11 2.20
H 2.12 4.57 3.57
*
```

* DFT total energy: -4356.91913 Ha
* E_LUMO: -1.8 eV
* E_HOMO: -9.69 eV
* Kohn-Sham gap: 7.92 eV


No. 3
ORCA calculation (ωB97M-V/def2-TZVPD) on a gas-phase ion, C5H4ClO (charge +1) at a distorted geometry.

```
! RIJCOSX wB97M-V def2-TZVPD def2/J DEFGRID3
* xyz 1 1
C 0.68 0.10 -1.13
C -0.32 -0.87 -1.02
C 0.80 0.74 0.07
C 0.26 0.53 1.29
C -0.98 -1.39 0.01
O -1.59 -2.04 0.74
Cl -0.48 1.94 1.95
H 1.18 0.43 -1.99
H -0.87 -1.19 -2.00
H 1.05 1.87 -0.08
H 0.27 -0.12 2.16
*
```

* DFT total energy: -727.94027 Ha
* E_LUMO (spin up / spin down): -7.2 / -7.2 eV
* E_HOMO (spin up / spin down): -14.25 / -14.25 eV
* Kohn-Sham gap (spin up / spin down): 7.08 / 7.08 eV